Below is a cluster of 2 separate species, C2H10NO2 in total, with properties calculated with wB97M-V/def2-TZVPD.

Structure (XYZ):
```
15
Properties=species:S:1:pos:R:3:forces:R:3
C -0.2442 0.3314 -1.0245 -0.295 -0.093 -0.263
O 0.2098 -0.9616 -1.3055 0.479 0.485 -0.233
C 0.8362 0.9904 -0.1065 0.676 0.207 0.856
N 0.4512 1.1191 1.3525 -0.649 -0.692 -1.009
H -1.1431 0.1264 -0.4247 -0.212 0.115 0.275
H -0.4828 0.9411 -1.9003 0.271 -0.267 -0.032
H 0.5434 -1.0846 -2.2349 -0.232 -0.151 -0.136
H 1.8144 0.5082 -0.1590 -0.241 -0.453 0.116
H 1.0624 1.9768 -0.4784 -0.455 0.579 -0.352
H -0.3945 1.6796 1.5007 0.094 0.374 -0.069
H 1.2290 1.5545 1.8475 0.143 -0.047 0.481
H 0.2069 0.1976 1.7395 0.439 -0.066 0.365
H -0.6450 -2.4932 0.0535 -0.215 -0.647 0.119
H -2.1588 -2.4110 0.3657 -0.041 -0.356 0.119
O -1.2850 -2.4746 0.7745 0.237 1.013 -0.237
```
Positions in Å, forces in eV/Å.

Values from the calculation:
spin multiplicity	2
net charge	+2
HOMO-LUMO gap (alpha / beta)	0.4077 / 0.1403	hartree
relative energy (zero: lowest compared OMol25 entry of this formula, charge and spin)	120.69	kJ/mol
HOMO level (alpha / beta)	-0.70673 / -0.70584	hartree